The following is a quantum chemistry calculation of 2 unconnected molecules or ions with the total composition C4H5N3O at a distorted geometry, from the OMol25 dataset.

Properties
LUMO level, eV: -0.984
HOMO-LUMO gap, eV: 7.96
Maximum force, eV/Å: 7.932

```
! RIJCOSX wB97M-V def2-TZVPD def2/J DEFGRID3
* xyz 0 1
O 1.143 0.890 -1.737
N -1.032 1.754 -0.196
N -1.735 -0.381 1.998
N 0.535 0.126 -0.871
C 0.841 -2.110 0.563
C 1.318 -1.060 -0.275
C -1.068 -0.035 1.059
C -0.593 0.519 -0.115
H -0.048 -2.143 1.092
H 2.100 -1.294 -1.044
H 1.724 -2.746 0.517
H 1.407 2.324 -1.110
H -1.682 2.356 0.541
*
```

***

The following is a quantum chemistry calculation of a single C4H5N3O molecule at a distorted geometry, from the OMol25 dataset.

Properties
Structure (SMILES): NC1=CN=N/C1=C\O
LUMO level, eV: -1.046
HOMO-LUMO gap, eV: 6.75
Maximum force, eV/Å: 5.774

```
! RIJCOSX wB97M-V def2-TZVPD def2/J DEFGRID3
* xyz 0 1
O 0.774 -1.457 2.479
N 1.695 0.700 0.353
N -1.765 0.266 -1.025
N 1.863 0.891 -1.021
C 0.653 0.731 -1.593
C -0.045 -0.750 1.602
C 0.472 0.180 0.562
C -0.379 0.211 -0.697
H -0.995 -1.344 1.735
H 1.660 -1.025 2.579
H -2.348 -0.398 -0.409
H 0.540 1.214 -2.653
H -2.124 0.778 -1.912
*
```

***

The following is a quantum chemistry calculation of a single C4H5N3O molecule at a distorted geometry, from the OMol25 dataset.

Properties
Structure (SMILES): NCC1=NC(=O)N=C1
LUMO level, eV: -1.545
HOMO-LUMO gap, eV: 8.49
Maximum force, eV/Å: 5.495

```
! RIJCOSX wB97M-V def2-TZVPD def2/J DEFGRID3
* xyz 0 1
O 3.827 -0.096 0.140
N 1.396 -1.243 0.114
N -1.943 0.476 0.252
N 1.975 1.057 0.059
C 0.675 0.918 -0.197
C 0.333 -0.526 0.057
C 2.613 -0.183 -0.050
C -1.084 -0.776 -0.219
H -0.029 1.844 -0.491
H -1.255 -0.810 -1.258
H -2.268 0.481 1.376
H -2.890 0.507 -0.208
H -1.350 -1.649 0.425
*
```

***

The following is a quantum chemistry calculation of a single C4H5N3O molecule at a distorted geometry, from the OMol25 dataset.

Properties
Structure (SMILES): C=N/N=c1/cc[nH]o1
LUMO level, eV: 0.511
HOMO-LUMO gap, eV: 8.86
Maximum force, eV/Å: 5.131

```
! RIJCOSX wB97M-V def2-TZVPD def2/J DEFGRID3
* xyz 0 1
O -0.507 -1.081 -0.196
N 1.866 -0.499 0.226
N -1.954 -1.103 -0.174
N 1.076 0.651 -0.143
C -0.152 0.257 -0.016
C -1.371 1.115 0.036
C 3.128 -0.188 -0.064
C -2.406 0.242 0.032
H 3.338 0.791 -0.702
H -2.000 -1.824 0.653
H 3.914 -0.851 0.221
H -3.460 0.271 0.039
H -1.472 2.219 0.088
*
```

***

The following is a quantum chemistry calculation of 2 unconnected molecules or ions with the total composition C4H5N3O, from the OMol25 dataset.

Properties
Structure (SMILES): [H]/N=C/C(=O)C#N.C=N
LUMO level, eV: -0.187
HOMO-LUMO gap, eV: 9.68
Maximum force, eV/Å: 0.967

```
! RIJCOSX wB97M-V def2-TZVPD def2/J DEFGRID3
* xyz 0 1
O 0.281 -1.364 -0.815
N 0.031 1.555 -0.999
N 1.230 1.145 1.421
N -1.802 -1.605 1.538
C 0.514 1.367 -2.138
C -0.559 -1.553 1.428
C 0.124 -0.877 0.270
C 0.697 0.374 0.750
H 0.014 2.513 -0.649
H 0.553 0.349 -2.506
H 0.179 -1.963 2.138
H -2.164 -2.086 2.360
H 0.904 2.145 -2.798
*
```

***

The following is a quantum chemistry calculation of a gas-phase ion, C4H5N3O (charge +2) at a distorted geometry, from the OMol25 dataset.

Properties
LUMO level, eV: -11.201
HOMO-LUMO gap, eV: 7.76
Maximum force, eV/Å: 5.352

```
! RIJCOSX wB97M-V def2-TZVPD def2/J DEFGRID3
* xyz 2 1
O 4.642 -0.342 -0.493
N 2.387 0.098 -0.091
N 0.080 0.682 0.412
N -1.975 -0.239 -0.072
C 1.493 0.837 0.444
C -2.719 -1.204 -0.372
C 3.610 -0.076 -0.219
C -0.593 -0.390 0.027
H -3.653 -1.033 -0.817
H -2.353 -2.329 -0.542
H -2.332 0.697 -0.018
H -0.334 1.569 0.741
H 1.747 1.731 1.002
*
```

***

The following is a quantum chemistry calculation of 2 unconnected molecules or ions with the total composition C4H5N3O2 at a distorted geometry, from the OMol25 dataset.

Properties
LUMO level (spin up / spin down), eV: -0.629 / -0.629
HOMO-LUMO gap (spin up / spin down), eV: 8.44 / 8.44
Maximum force, eV/Å: 4.274

```
! RIJCOSX wB97M-V def2-TZVPD def2/J DEFGRID3
* xyz 0 1
O 1.901 -1.626 0.489
O -2.655 -0.257 -0.512
N 0.277 2.223 0.969
N -0.173 1.163 0.652
N 2.922 1.484 -0.506
C -0.459 0.069 0.484
C 2.461 0.449 -0.511
C 1.717 -0.845 -0.440
C -1.476 -0.839 0.138
H 0.590 2.739 0.130
H -3.444 -0.286 0.100
H -1.735 -1.478 1.110
H 1.247 -1.227 -1.413
H -1.172 -1.567 -0.690
*
```

***

The following is a quantum chemistry calculation of a single C4H5N3O2S molecule at a distorted geometry, from the OMol25 dataset.

Properties
Structure (SMILES): [H]/N=C1/CNS(=O)(=O)[C@H]1C#N
LUMO level, eV: 0.386
HOMO-LUMO gap, eV: 11.11
Maximum force, eV/Å: 3.531

```
! RIJCOSX wB97M-V def2-TZVPD def2/J DEFGRID3
* xyz 0 1
S -1.301 -0.903 -0.191
O -2.409 -0.023 -0.243
O -1.487 -2.201 -0.754
N -0.684 -1.025 1.410
N -0.673 1.953 -2.471
N 1.691 1.502 0.191
C -0.341 1.029 -1.848
C 0.654 -0.481 1.360
C 0.165 -0.076 -0.977
C 1.022 0.436 0.229
H -1.351 -0.481 1.983
H 1.482 -1.159 1.329
H 1.647 2.006 -0.706
H 0.828 0.016 2.322
H 0.757 -0.594 -1.635
*
```

***

The following is a quantum chemistry calculation of a single C4H5N3O4 molecule at a distorted geometry, from the OMol25 dataset.

Properties
Structure (SMILES): N[C@@H](C(=O)O)c1no[nH]c1=O
LUMO level, eV: -1.138
HOMO-LUMO gap, eV: 9.08
Maximum force, eV/Å: 7.221

```
! RIJCOSX wB97M-V def2-TZVPD def2/J DEFGRID3
* xyz 0 1
O 2.747 0.133 -0.840
O -2.306 -1.012 -0.711
O -1.162 1.967 0.434
O 1.174 1.741 -0.603
N -1.090 -1.327 -0.662
N -2.719 0.266 -0.021
N 1.450 -1.642 0.755
C 1.736 0.510 -0.282
C -1.475 0.749 0.331
C 0.810 -0.264 0.653
C -0.564 -0.369 -0.043
H 0.796 0.208 1.659
H 1.113 -2.054 -0.153
H 2.460 -1.489 0.552
H -3.241 0.658 -0.893
H 0.273 1.925 -0.177
*
```

***

The following is a quantum chemistry calculation of a single C4H5N3O5 molecule at a distorted geometry, from the OMol25 dataset.

Properties
LUMO level (spin up / spin down), eV: -1.960 / -1.959
HOMO-LUMO gap (spin up / spin down), eV: 8.26 / 8.26
Maximum force, eV/Å: 7.232

```
! RIJCOSX wB97M-V def2-TZVPD def2/J DEFGRID3
* xyz 0 1
O 2.466 -0.593 -0.314
O -0.645 -2.583 0.217
O 1.503 -2.158 -1.404
O -1.847 -1.167 -0.925
O -0.291 1.817 2.495
N -0.838 -1.541 -0.372
N 1.548 -1.154 -0.797
N 0.284 -0.055 1.607
C -0.314 1.130 1.485
C -0.029 0.804 -0.893
C 0.242 -0.585 -0.411
C -0.953 1.414 0.160
H -1.813 0.863 0.133
H 0.978 1.146 -0.904
H -0.584 0.601 -1.774
H -0.952 2.521 -0.131
H 1.247 -0.460 1.828
*
```

***

> Among the records above, which one has the highest maximum force?

number 1

***

> maximum force of number 3 (C4H5N3O)?

5.495 eV/Å

***

> Which formula does entry 5 have?

C4H5N3O

***

> What is the maximum force in the seventh record?

4.274 eV/Å